{
  "formula": "C36H64INO2",
  "method": "ωB97M-V/def2-TZVPD",
  "species": ["C", "C", "C", "C", "C", "C", "C", "C", "N", "C", "C", "C", "C", "O", "C", "C", "C", "C", "I", "C", "C", "O", "H", "H", "H", "H", "H", "H", "H", "H", "H", "H", "H", "H", "H", "H", "H", "H", "H", "H", "H", "H", "H", "H", "C", "C", "C", "C", "C", "C", "H", "H", "H", "H", "H", "H", "H", "H", "H", "H", "H", "H", "H", "H", "C", "C", "C", "C", "C", "C", "H", "H", "H", "H", "H", "H", "H", "H", "H", "H", "H", "H", "H", "H", "C", "C", "C", "C", "C", "C", "H", "H", "H", "H", "H", "H", "H", "H", "H", "H", "H", "H", "H", "H"],
  "positions_angstrom": [[5.079, -0.075, 0.197], [4.254, 1.099, 1.011], [2.649, 1.024, 0.677], [2.241, 1.767, -0.757], [1.745, 3.300, -0.314], [0.194, 3.711, 0.025], [-0.177, 5.277, 0.477], [-1.764, 5.622, 0.859], [-2.634, 4.384, 0.718], [0.983, 6.442, 0.544], [2.533, 6.017, 0.190], [2.893, 4.467, -0.226], [3.737, 7.179, 0.214], [4.873, 6.807, -0.420], [3.462, 8.632, 0.916], [4.574, 9.745, 1.368], [6.077, 9.538, 0.758], [6.207, 9.702, -0.867], [7.496, 11.021, 1.630], [2.020, 8.988, 1.232], [0.729, 8.028, 0.930], [-0.507, 8.580, 1.057], [4.704, -0.051, -0.919], [4.761, -1.100, 0.686], [6.240, 0.097, 0.283], [4.369, 0.826, 2.167], [4.731, 2.168, 0.891], [2.212, -0.061, 0.607], [2.094, 1.618, 1.545], [3.243, 1.932, -1.379], [1.421, 1.183, -1.364], [-0.625, 2.858, -0.065], [-1.762, 5.971, 2.001], [-2.196, 6.519, 0.245], [-3.264, 4.571, -0.098], [-3.265, 4.282, 1.555], [4.017, 4.226, -0.465], [4.628, 9.770, 2.536], [4.182, 10.815, 1.016], [6.432, 8.450, 1.098], [5.172, 9.796, -1.408], [6.701, 8.692, -1.269], [6.983, 10.553, -1.184], [1.795, 10.034, 1.758], [-0.853, -0.196, 1.206], [-2.315, -0.366, 0.826], [-2.732, -1.829, 0.657], [-2.013, -2.595, -0.459], [-2.139, -1.990, -1.859], [-3.571, -1.940, -2.369], [-0.186, -0.569, 0.423], [-0.625, 0.865, 1.357], [-0.626, -0.725, 2.135], [-2.528, 0.201, -0.086], [-2.932, 0.080, 1.615], [-3.815, -1.867, 0.485], [-2.560, -2.358, 1.603], [-2.403, -3.621, -0.480], [-0.948, -2.685, -0.211], [-1.546, -2.598, -2.553], [-1.705, -0.985, -1.884], [-4.015, -2.940, -2.386], [-3.593, -1.543, -3.388], [-4.198, -1.294, -1.748], [3.949, -6.248, 4.747], [2.717, -5.872, 3.939], [3.047, -5.328, 2.546], [3.862, -4.031, 2.523], [3.238, -2.847, 3.266], [1.904, -2.404, 2.684], [4.579, -5.378, 4.950], [3.649, -6.672, 5.711], [4.548, -6.996, 4.220], [2.114, -5.151, 4.499], [2.094, -6.767, 3.820], [2.109, -5.179, 1.997], [3.602, -6.094, 1.989], [4.025, -3.745, 1.476], [4.859, -4.219, 2.940], [3.935, -2.001, 3.217], [3.116, -3.082, 4.328], [2.009, -2.131, 1.630], [1.530, -1.529, 3.225], [1.148, -3.191, 2.764], [-6.092, -5.462, -1.574], [-5.927, -6.464, -2.706], [-5.631, -5.810, -4.058], [-6.730, -4.887, -4.596], [-8.107, -5.533, -4.768], [-8.118, -6.673, -5.774], [-6.951, -4.806, -1.739], [-6.255, -5.989, -0.627], [-5.197, -4.843, -1.466], [-6.818, -7.097, -2.772], [-5.094, -7.134, -2.457], [-5.427, -6.599, -4.791], [-4.703, -5.230, -3.975], [-6.401, -4.490, -5.565], [-6.831, -4.018, -3.935], [-8.809, -4.763, -5.110], [-8.487, -5.888, -3.805], [-7.774, -6.332, -6.755], [-9.134, -7.063, -5.888], [-7.480, -7.501, -5.452]],
  "atomic_forces_ev_per_a": [[-0.81, 0.59, 0.28], [0.03, -1.20, 0.91], [-0.33, 0.83, -0.07], [0.56, 1.67, 1.18], [-0.79, 3.60, 0.38], [3.32, 2.38, 0.11], [2.29, -0.77, -0.89], [0.87, 0.30, 1.04], [-0.70, 1.50, -0.02], [1.23, -2.52, -0.77], [-2.28, -1.80, 0.04], [-3.15, 1.43, 0.80], [3.31, -2.56, -2.74], [-6.43, 2.78, 4.10], [-4.23, 0.41, 0.79], [0.12, 0.62, -0.47], [-0.75, -1.43, -0.46], [1.01, -1.09, -0.50], [-0.88, -0.85, -0.11], [3.21, -1.51, -0.88], [-4.10, 1.45, 0.57], [7.45, -3.51, -0.75], [1.05, -0.19, 2.10], [0.81, 1.98, -1.12], [-2.39, -0.48, -0.30], [-0.26, 0.71, -2.41], [-1.19, -2.08, -0.05], [1.21, 1.93, 0.45], [1.01, -1.47, -1.88], [-2.35, -0.49, 1.09], [1.65, 1.34, 1.25], [1.78, 2.35, 0.35], [0.13, -0.68, -2.54], [1.25, -1.64, 1.05], [0.75, -0.48, 1.11], [1.03, 0.29, -1.26], [-2.54, 0.55, 0.48], [-0.11, -0.21, -2.22], [0.75, -2.39, 0.75], [-0.56, 2.63, -0.80], [1.97, 0.04, 1.17], [-1.22, 2.19, 0.86], [-2.14, -1.72, 0.79], [0.38, -2.56, -1.41], [0.04, 0.21, -0.04], [-0.11, -0.10, 0.13], [-0.16, 0.00, -0.06], [0.16, 0.03, 0.04], [0.06, -0.21, 0.03], [-0.05, 0.17, -0.15], [0.00, -0.02, 0.07], [0.08, -0.12, 0.03], [0.04, 0.01, -0.10], [-0.03, -0.04, 0.02], [0.03, -0.03, -0.14], [0.09, -0.02, 0.01], [-0.01, 0.06, -0.06], [0.03, 0.08, -0.02], [-0.08, -0.01, 0.01], [-0.01, 0.10, 0.10], [0.01, -0.03, 0.04], [-0.01, 0.08, 0.02], [-0.09, -0.06, 0.10], [0.01, -0.09, -0.05], [-0.03, 0.00, 0.23], [-0.03, -0.11, -0.17], [-0.15, 0.06, -0.07], [0.14, -0.04, 0.10], [0.14, 0.01, -0.14], [-0.13, 0.08, 0.17], [0.00, -0.09, -0.02], [0.13, 0.03, -0.09], [0.00, 0.08, 0.04], [0.01, -0.01, -0.06], [0.01, 0.15, 0.00], [0.09, 0.00, 0.02], [-0.05, 0.05, 0.06], [-0.02, 0.00, 0.07], [-0.08, 0.00, -0.05], [-0.03, -0.10, 0.06], [0.03, -0.02, -0.05], [-0.05, -0.06, 0.05], [-0.02, -0.07, -0.13], [0.03, 0.07, -0.06], [-0.14, -0.08, 0.18], [0.19, -0.01, -0.08], [-0.02, -0.13, -0.12], [-0.01, 0.12, 0.13], [0.04, 0.18, -0.09], [-0.15, -0.16, 0.02], [0.09, 0.00, 0.03], [0.02, 0.14, -0.06], [-0.08, 0.00, 0.00], [0.04, 0.03, -0.04], [-0.12, 0.03, -0.07], [-0.01, 0.09, 0.04], [-0.06, -0.05, 0.01], [-0.04, -0.04, 0.08], [0.04, -0.06, -0.05], [0.08, -0.07, 0.11], [0.04, 0.04, -0.01], [0.01, -0.06, 0.07], [0.14, -0.01, -0.05], [-0.04, 0.06, -0.08]],
  "spin_multiplicity": 1,
  "smiles": "CCCCc1cc(CN)c2c(c1)C(=O)C(C[C@@H](C)I)=CC2=O.CCCCCC.CCCCCC.CCCCCC",
  "mol_weight_g_mol": 669.82
}

{
  "formula": "C36H64O13",
  "method": "ωB97M-V/def2-TZVPD",
  "species": ["O", "C", "C", "C", "C", "O", "H", "H", "H", "H", "H", "H", "O", "C", "C", "C", "C", "O", "H", "H", "H", "H", "H", "H", "O", "C", "C", "C", "C", "O", "H", "H", "H", "H", "H", "H", "O", "C", "C", "C", "C", "O", "H", "H", "H", "H", "H", "H", "C", "C", "C", "O", "C", "H", "H", "H", "H", "H", "H", "H", "H", "C", "C", "C", "O", "C", "H", "H", "H", "H", "H", "H", "H", "H", "C", "C", "C", "O", "C", "H", "H", "H", "H", "H", "H", "H", "H", "C", "C", "C", "O", "C", "H", "H", "H", "H", "H", "H", "H", "H", "C", "C", "C", "O", "C", "H", "H", "H", "H", "H", "H", "H", "H"],
  "positions_angstrom": [[27.508, 32.934, -15.017], [28.175, 32.832, -13.973], [27.959, 31.851, -12.843], [28.796, 32.484, -11.757], [29.868, 33.268, -12.533], [29.327, 33.552, -13.828], [26.890, 31.782, -12.645], [28.354, 30.865, -13.085], [28.165, 33.209, -11.242], [29.207, 31.802, -11.013], [30.327, 34.131, -12.049], [30.759, 32.646, -12.618], [31.306, 28.724, -11.954], [31.031, 27.956, -11.048], [30.689, 26.490, -11.253], [30.968, 25.896, -9.897], [31.145, 27.067, -9.014], [31.329, 28.271, -9.802], [29.641, 26.381, -11.534], [31.256, 26.045, -12.072], [30.158, 25.271, -9.521], [31.908, 25.352, -9.992], [30.258, 27.223, -8.400], [32.028, 26.978, -8.382], [36.679, 31.173, -9.890], [35.991, 32.197, -9.770], [34.629, 32.445, -10.299], [34.547, 33.927, -10.205], [35.472, 34.280, -9.044], [36.440, 33.265, -9.077], [34.552, 32.057, -11.314], [33.908, 31.941, -9.655], [34.971, 34.370, -11.106], [33.545, 34.291, -9.978], [35.972, 35.249, -9.041], [34.929, 34.198, -8.102], [36.157, 29.524, -1.477], [35.439, 29.528, -2.508], [34.071, 28.926, -2.710], [33.978, 28.888, -4.240], [34.816, 30.110, -4.656], [35.759, 30.237, -3.597], [34.098, 27.937, -2.251], [33.336, 29.592, -2.258], [34.383, 27.925, -4.554], [32.940, 28.910, -4.570], [35.330, 29.831, -5.576], [34.240, 31.030, -4.749], [29.367, 23.717, -17.064], [29.848, 22.329, -16.729], [31.347, 22.608, -16.452], [31.170, 23.716, -15.585], [30.097, 24.605, -16.015], [28.279, 23.742, -17.117], [29.758, 24.009, -18.039], [29.641, 21.783, -17.650], [29.275, 21.900, -15.907], [31.937, 22.892, -17.324], [31.896, 21.822, -15.934], [30.430, 25.562, -16.416], [29.472, 24.813, -15.147], [38.084, 25.586, -9.834], [39.036, 25.241, -8.770], [38.205, 24.293, -7.898], [36.981, 24.949, -7.916], [36.705, 25.527, -9.231], [38.240, 24.919, -10.681], [38.265, 26.604, -10.177], [39.379, 26.137, -8.253], [39.969, 24.825, -9.150], [38.572, 24.243, -6.873], [37.953, 23.313, -8.303], [36.464, 26.572, -9.039], [36.070, 24.892, -9.849], [25.914, 28.629, -8.712], [25.732, 27.814, -9.973], [25.696, 26.372, -9.502], [25.628, 26.423, -8.051], [25.288, 27.786, -7.638], [25.511, 29.638, -8.799], [26.966, 28.766, -8.463], [26.488, 28.034, -10.727], [24.771, 28.118, -10.388], [26.490, 25.734, -9.891], [24.835, 25.832, -9.899], [25.514, 28.021, -6.598], [24.201, 27.873, -7.665], [33.091, 23.544, -5.122], [33.989, 23.551, -3.913], [33.636, 22.143, -3.248], [33.443, 21.302, -4.387], [32.999, 22.048, -5.481], [33.444, 24.161, -5.948], [32.085, 23.905, -4.906], [33.963, 24.500, -3.377], [35.000, 23.357, -4.270], [32.718, 22.129, -2.659], [34.357, 21.811, -2.501], [31.961, 21.755, -5.639], [33.645, 21.819, -6.329], [35.043, 29.044, -15.046], [34.540, 27.683, -15.460], [35.649, 26.699, -15.029], [36.511, 27.528, -14.283], [35.844, 28.706, -13.818], [34.248, 29.774, -14.894], [35.750, 29.401, -15.795], [34.360, 27.763, -16.533], [33.571, 27.503, -14.994], [36.181, 26.143, -15.801], [35.372, 25.900, -14.342], [36.603, 29.454, -13.590], [35.273, 28.477, -12.919]],
  "atomic_forces_ev_per_a": [[1.65, -0.17, 3.12], [-1.17, -0.14, -4.22], [0.17, 0.42, 0.00], [-0.17, 1.05, 0.68], [1.14, -1.06, 0.49], [-0.76, -0.24, 0.88], [0.16, -0.09, 0.09], [-0.08, 0.04, -0.43], [0.00, 0.02, 0.27], [0.07, 0.02, -0.18], [-0.94, 0.56, -0.07], [-0.03, -0.48, -0.61], [-1.06, -0.35, 0.75], [2.00, 0.82, -3.37], [-1.03, 0.32, 0.02], [0.38, -1.14, -0.76], [0.12, 1.23, 1.88], [-0.51, -1.01, 0.83], [-0.11, 0.20, -0.04], [0.13, 0.35, 0.10], [0.30, -0.23, -0.12], [-0.19, -0.35, 0.37], [0.10, 0.11, 0.19], [-0.16, 0.10, 0.13], [-1.77, 2.62, 0.30], [2.78, -3.24, 0.16], [-0.16, -0.44, -0.29], [-0.39, 1.71, 0.08], [-0.77, 0.02, 0.38], [0.96, -0.80, -0.04], [-0.11, -0.09, 0.18], [-0.04, -0.13, -0.02], [-0.37, 0.16, -0.13], [0.02, 0.17, -0.46], [-0.10, -0.07, -0.39], [-0.06, 0.05, 0.22], [-2.35, -0.19, -3.62], [1.78, 0.79, 3.62], [0.69, -0.50, -0.28], [-0.92, -0.05, 0.74], [-0.36, -1.55, -0.06], [1.01, 0.42, -0.12], [-0.48, 0.17, 0.12], [-0.02, -0.16, 0.17], [0.32, 0.26, -0.38], [0.07, 0.18, -0.17], [0.21, 0.65, 0.01], [0.06, -0.04, -0.04], [0.14, 1.01, 0.31], [0.54, -0.35, -1.79], [-1.75, 0.08, 0.55], [0.81, 1.59, 0.82], [-0.42, -1.67, -0.19], [0.04, 0.44, 0.26], [-0.13, -0.13, -0.19], [0.23, -0.73, 0.20], [0.47, -0.07, 0.17], [-0.23, -0.04, -0.40], [-0.18, 0.11, 0.23], [0.42, -0.16, -0.08], [0.08, -0.07, 0.14], [0.32, 0.89, -2.27], [1.70, -0.98, 0.81], [0.26, 0.75, -0.31], [-2.63, 0.96, 0.42], [1.79, -0.36, 1.38], [-0.31, -0.03, -0.11], [0.09, -0.08, -0.36], [-0.40, -0.10, 0.61], [-0.07, -0.33, -0.15], [-0.15, -0.21, -0.01], [1.13, -0.48, -0.20], [-1.17, -0.37, -0.16], [-0.60, 0.37, 0.36], [0.89, 0.80, 0.50], [-0.31, 0.52, -0.43], [-0.64, -0.18, 0.43], [0.40, 0.32, 0.09], [-0.91, -0.99, -0.92], [-0.23, -0.07, 0.05], [0.22, -0.10, -0.08], [0.05, -0.13, 0.04], [-0.06, -0.24, -0.24], [0.73, 0.28, 0.69], [-0.55, 0.24, 0.22], [0.78, -0.46, -0.15], [-0.33, 0.02, -0.24], [-0.71, -0.19, -0.41], [0.23, -1.57, 0.18], [-0.73, 1.64, -0.17], [1.23, -0.43, 1.53], [-0.25, 0.63, -0.31], [0.24, -0.13, -0.02], [-0.03, 0.12, 0.31], [-0.09, -0.42, 0.48], [0.27, 0.44, 0.04], [-0.48, 0.48, -0.10], [0.60, -0.41, -0.77], [-0.04, 0.04, -0.59], [-0.23, -0.17, -0.19], [-0.04, 0.44, 0.49], [-0.86, -0.25, -0.97], [-0.49, 0.33, 0.76], [1.78, 0.14, 0.63], [0.60, -0.45, -0.63], [0.00, -0.02, -0.05], [-0.07, 0.24, -0.01], [-0.02, -0.66, -0.11], [0.07, -0.31, 0.11], [0.22, 0.67, -0.40], [-0.94, -0.07, 0.02], [0.05, -0.16, 0.14], [-0.33, 0.09, 0.05]],
  "spin_multiplicity": 1,
  "smiles": "O=C1CCCO1.O=C1CCCO1.O=C1CCCO1.O=C1CCCO1.C1CCOC1.C1CCOC1.C1CCOC1.C1CCOC1.C1CCOC1",
  "mol_weight_g_mol": 704.89,
  "de_lowest_ev": 2.5772
}

Quick rundown of HOMO energy, same order as above: -8.72 -9.35 eV